The following is a DFT calculation (ωB97M-V with the def2-TZVPD basis set) of an isolated molecule of C4H5N3O in a non-equilibrium geometry.

- total charge = 0
- SMILES = c1nnc(N2CC2)o1
- highest occupied orbital energy (eV) = -9.628
- energy relative to the best compared isomer or geometry (same formula, charge and spin) (eV) = 6.164

Geometry as XYZ:
```
13
Properties=species:S:1:pos:R:3:lowdin_charge:R:1
C -1.631 -0.022 -2.204 -0.094
N -2.201 -0.365 -1.041 -0.013
N -1.293 -0.390 -0.036 0.032
C -0.071 0.077 -0.537 -0.273
N 1.252 0.013 0.118 0.010
C 1.117 0.774 1.350 -0.170
C 1.136 -0.645 1.421 -0.124
O -0.248 0.051 -1.868 0.022
H -2.103 0.199 -3.276 0.170
H 0.313 1.202 1.684 0.049
H 1.758 1.653 1.400 0.125
H 1.917 -1.403 1.723 0.125
H 0.054 -1.145 1.266 0.139
```


The following is a DFT calculation (ωB97M-V with the def2-TZVPD basis set) of a cluster of 2 separate species, C3H11N2O in total in a non-equilibrium geometry.

- total charge = +1
- highest occupied orbital energy (eV) = -14.243
- energy relative to the best compared isomer or geometry (same formula, charge and spin) (eV) = 4.277

Geometry as XYZ:
```
17
Properties=species:S:1:pos:R:3:lowdin_charge:R:1
C -0.503 -1.193 -1.326 0.016
C 1.025 -1.133 0.751 0.005
C 0.467 -0.526 -0.449 -0.368
N 2.149 0.934 -0.309 0.084
N -1.525 0.742 0.633 0.045
O 1.029 0.529 -0.913 0.031
H -1.055 -0.431 -1.859 0.107
H 0.149 -1.769 -2.015 0.134
H -1.142 -1.863 -0.788 0.097
H 1.460 -0.538 1.573 0.103
H 0.281 -1.939 1.063 0.137
H 1.910 -1.695 0.231 0.179
H 2.249 0.851 0.703 0.109
H 2.592 1.774 -0.648 0.135
H -0.848 0.944 1.324 0.006
H -2.293 0.216 1.226 0.116
H -1.919 1.552 0.134 0.065
```


The following is a DFT calculation (ωB97M-V with the def2-TZVPD basis set) of a structure of composition C27H57Be2ClN3O7 in a non-equilibrium geometry.

- total charge = +3
- highest occupied orbital energy (eV) = -13.728
- energy relative to the best compared isomer or geometry (same formula, charge and spin) (eV) = 7.052

Geometry as XYZ:
```
97
Properties=species:S:1:pos:R:3:lowdin_charge:R:1
Be -0.197 1.211 -7.094 0.638
Be -7.705 -1.393 -3.585 0.533
Cl -1.939 -1.068 -2.141 0.579
O -1.131 -2.269 -1.966 -0.283
O -3.273 -1.476 -2.322 -0.279
O -1.764 -0.190 -1.075 -0.294
O -1.556 -0.466 -3.342 -0.284
C -2.163 -2.946 4.814 -0.007
C -1.655 -4.369 4.379 -0.446
C -1.541 -5.178 5.715 -0.125
C -1.265 -6.667 5.537 -0.158
C -2.422 -7.178 4.676 -0.115
C -2.552 -6.416 3.282 -0.440
N -2.626 -4.992 3.534 0.025
O -2.983 -4.195 2.467 0.091
C -1.459 -6.947 2.311 0.012
C -3.946 -6.832 2.752 -0.009
C -0.244 -4.243 3.744 0.017
H -2.056 -2.187 4.039 0.085
H -1.504 -2.576 5.599 0.092
H -3.169 -2.889 5.231 0.097
H -0.838 -4.761 6.436 0.130
H -2.452 -4.963 6.274 0.127
H -1.213 -7.274 6.441 0.129
H -0.313 -6.825 5.030 0.105
H -3.308 -7.263 5.306 0.131
H -2.202 -8.226 4.473 0.127
H -0.427 -6.956 2.663 0.082
H -1.720 -7.974 2.057 0.103
H -1.403 -6.500 1.318 0.094
H -4.036 -7.917 2.702 0.103
H -4.694 -6.496 3.470 0.099
H -4.075 -6.371 1.773 0.090
H 0.270 -5.204 3.753 0.072
H 0.481 -3.728 4.373 0.107
H -0.166 -3.825 2.740 0.097
H -2.261 -4.137 1.837 0.131
C -4.418 7.541 3.949 -0.021
C -3.338 6.929 4.865 -0.441
C -4.079 5.810 5.618 -0.115
C -3.164 4.765 6.327 -0.163
C -2.141 4.157 5.315 -0.119
C -1.342 5.287 4.611 -0.448
N -2.251 6.292 4.058 0.076
O -1.629 7.188 3.112 0.080
C -0.339 5.981 5.603 0.018
C -0.586 4.499 3.533 -0.019
C -2.740 8.029 5.810 0.024
H -5.335 7.920 4.400 0.110
H -3.966 8.257 3.263 0.087
H -4.694 6.847 3.155 0.093
H -4.628 6.265 6.443 0.134
H -4.745 5.255 4.959 0.128
H -2.613 5.144 7.188 0.104
H -3.823 4.019 6.773 0.118
H -2.813 3.588 4.673 0.125
H -1.597 3.488 5.982 0.134
H 0.214 6.786 5.119 0.094
H 0.491 5.337 5.896 0.103
H -0.697 6.274 6.590 0.080
H -1.341 3.929 2.991 0.091
H 0.061 3.702 3.902 0.102
H -0.023 5.122 2.838 0.091
H -1.993 8.713 5.408 0.096
H -3.600 8.602 6.156 0.106
H -2.287 7.618 6.712 0.078
H -1.040 7.679 3.689 0.100
C 3.917 1.763 -9.684 -0.044
C 4.691 0.592 -9.102 -0.466
C 5.677 1.339 -8.223 -0.129
C 6.594 0.364 -7.399 -0.161
C 5.752 -0.562 -6.576 -0.120
C 4.499 -1.214 -7.288 -0.460
N 3.837 -0.300 -8.271 0.055
O 2.744 -0.887 -8.932 0.039
C 4.977 -2.504 -7.998 0.015
C 3.546 -1.518 -6.210 -0.052
C 5.455 -0.062 -10.305 0.022
H 3.259 1.405 -10.476 0.087
H 4.479 2.620 -10.056 0.111
H 3.075 2.131 -9.097 0.081
H 6.352 1.920 -8.851 0.131
H 5.208 1.979 -7.476 0.133
H 7.226 0.932 -6.716 0.125
H 7.267 -0.157 -8.080 0.114
H 5.396 -0.072 -5.670 0.123
H 6.485 -1.321 -6.301 0.134
H 5.915 -2.288 -8.510 0.082
H 5.344 -3.284 -7.330 0.112
H 4.274 -2.899 -8.732 0.090
H 3.252 -0.680 -5.579 0.095
H 2.656 -2.089 -6.475 0.095
H 3.974 -2.248 -5.523 0.107
H 6.157 -0.854 -10.046 0.075
H 6.033 0.713 -10.809 0.110
H 4.782 -0.539 -11.017 0.096
H 3.144 -1.620 -9.405 0.099
```